Record 1
The molecule C4H7NO at a distorted geometry. Source: OMol25; level of theory: ωB97M-V/def2-TZVPD.

Computed properties:
- ΔE to the lowest compared entry with this formula, charge and spin (kcal per mole) = 62.5
- SMILES = CN1C[C@H]1C=O
- frontier orbital gap (eV) = 10.52
- E_tot (hartree) = -286.53197

The geometry in ORCA input format:
```
! wB97M-V def2-TZVPD RIJCOSX def2/J DEFGRID3
* xyz 0 1
C 1.78 0.40 -0.32
N 0.32 0.47 -0.45
C -0.67 0.95 0.56
C -0.48 -0.50 0.22
C -1.57 -1.23 -0.47
O -2.11 -2.18 0.04
H 2.22 1.26 -0.83
H 2.20 -0.49 -0.83
H 2.13 0.38 0.72
H -0.58 1.13 1.64
H -1.37 1.67 0.13
H 0.00 -1.05 1.03
H -1.89 -0.80 -1.44
*
```

Record 2
The molecule C4H7NO. Source: OMol25; level of theory: ωB97M-V/def2-TZVPD.

Computed properties:
- ΔE to the lowest compared entry with this formula, charge and spin (kcal per mole) = 19.3
- SMILES = C[C@H]1CC(=O)N1
- frontier orbital gap (eV) = 10.78
- E_tot (hartree) = -286.60094

The geometry in ORCA input format:
```
! wB97M-V def2-TZVPD RIJCOSX def2/J DEFGRID3
* xyz 0 1
C -1.44 -0.41 0.35
C -0.29 -0.11 -0.61
C 0.55 1.14 -0.24
C 1.56 0.13 0.31
O 2.49 0.16 1.07
N 0.93 -0.91 -0.35
H -2.13 -1.15 -0.06
H -1.03 -0.81 1.29
H -2.01 0.50 0.58
H -0.62 -0.16 -1.66
H 0.93 1.68 -1.10
H 0.11 1.83 0.48
H 0.95 -1.88 -0.06
*
```

Record 3
The molecule C4H7NO. Source: OMol25; level of theory: ωB97M-V/def2-TZVPD.

Computed properties:
- ΔE to the lowest compared entry with this formula, charge and spin (kcal per mole) = 68.3
- SMILES = C[C@@H]1C=CON1
- frontier orbital gap (eV) = 9.91
- E_tot (hartree) = -286.52285

The geometry in ORCA input format:
```
! wB97M-V def2-TZVPD RIJCOSX def2/J DEFGRID3
* xyz 0 1
C -1.03 -0.48 1.12
C -0.29 -0.58 -0.22
N -0.77 0.49 -1.11
C 1.19 -0.25 -0.11
C 1.28 1.05 -0.36
O 0.12 1.61 -0.81
H -1.04 0.56 1.45
H -0.55 -1.09 1.89
H -2.07 -0.80 1.00
H -0.48 -1.55 -0.70
H -0.46 0.23 -2.06
H 2.00 -0.94 0.11
H 2.09 1.74 -0.20
*
```

Record 4
The molecule C4H7NO. Source: OMol25; level of theory: ωB97M-V/def2-TZVPD.

Computed properties:
- ΔE to the lowest compared entry with this formula, charge and spin (kcal per mole) = 84.0
- frontier orbital gap (alpha / beta) (eV) = 8.42 / 8.13
- E_tot (hartree) = -286.49775

The geometry in ORCA input format:
```
! wB97M-V def2-TZVPD RIJCOSX def2/J DEFGRID3
* xyz 0 1
C 1.85 -0.04 -0.24
C 0.67 0.73 0.29
O 0.74 1.73 0.96
N -0.60 0.17 0.00
C -0.90 -1.07 -0.49
C -1.76 0.63 0.51
H 2.69 0.64 -0.33
H 2.11 -0.84 0.45
H 1.62 -0.50 -1.21
H -1.37 -1.79 0.17
H -0.65 -1.35 -1.51
H -1.79 1.01 1.53
H -2.62 0.68 -0.14
*
```

Record 5
A cluster of 2 separate species, C4H7NO in total at a distorted geometry. Source: OMol25; level of theory: ωB97M-V/def2-TZVPD.

Computed properties:
- ΔE to the lowest compared entry with this formula, charge and spin (kcal per mole) = 98.3
- SMILES = [H]/N=C/C.C=C=O
- frontier orbital gap (eV) = 8.83
- E_tot (hartree) = -286.47497

The geometry in ORCA input format:
```
! wB97M-V def2-TZVPD RIJCOSX def2/J DEFGRID3
* xyz 0 1
C -0.98 -1.57 -0.18
C 0.21 -0.73 0.17
N 0.96 -1.02 1.14
H 1.78 -0.42 1.23
H 0.69 0.14 -0.69
H -1.84 -1.23 0.41
H -1.24 -1.47 -1.23
H -0.79 -2.61 0.08
C 0.77 1.91 -0.19
C -0.41 1.24 -0.20
O -1.53 1.23 -0.61
H 1.64 1.52 0.30
H 0.76 2.99 -0.21
*
```

Record 6
The molecule C4H7NO. Source: OMol25; level of theory: ωB97M-V/def2-TZVPD.

Computed properties:
- ΔE to the lowest compared entry with this formula, charge and spin (kcal per mole) = 92.8
- SMILES = C=CCN1CO1
- frontier orbital gap (eV) = 10.81
- E_tot (hartree) = -286.48383

The geometry in ORCA input format:
```
! wB97M-V def2-TZVPD RIJCOSX def2/J DEFGRID3
* xyz 0 1
C 0.64 1.21 -1.37
C -0.04 0.06 -1.29
C 0.25 -0.98 -0.25
N -0.85 -0.95 0.72
C -0.69 0.09 1.68
O -0.31 -1.21 2.06
H 0.13 0.80 1.54
H 0.38 1.98 -2.09
H 1.49 1.41 -0.72
H -0.89 -0.12 -1.95
H 0.28 -1.99 -0.68
H 1.21 -0.79 0.24
H -1.60 0.49 2.12
*
```

Record 7
The molecule C4H7NO at a distorted geometry. Source: OMol25; level of theory: ωB97M-V/def2-TZVPD.

Computed properties:
- ΔE to the lowest compared entry with this formula, charge and spin (kcal per mole) = 45.3
- SMILES = CCOCC#N
- frontier orbital gap (eV) = 11.49
- E_tot (hartree) = -286.55942

The geometry in ORCA input format:
```
! wB97M-V def2-TZVPD RIJCOSX def2/J DEFGRID3
* xyz 0 1
C -1.32 -0.79 0.07
C -0.82 0.62 -0.27
O 0.20 1.11 0.60
C 1.50 0.74 0.24
C 1.60 -0.72 0.08
N 1.34 -1.83 -0.05
H -2.13 -1.05 -0.61
H -0.58 -1.61 -0.02
H -1.70 -0.79 1.10
H -1.63 1.35 -0.17
H -0.47 0.69 -1.32
H 2.17 1.07 1.05
H 1.83 1.21 -0.70
*
```

Record 8
A structure of composition C4H7NO. Source: OMol25; level of theory: ωB97M-V/def2-TZVPD.

Computed properties:
- ΔE to the lowest compared entry with this formula, charge and spin (kcal per mole) = 57.8
- frontier orbital gap (eV) = 8.71
- E_tot (hartree) = -286.53947

The geometry in ORCA input format:
```
! wB97M-V def2-TZVPD RIJCOSX def2/J DEFGRID3
* xyz 0 1
C -0.21 1.13 -1.31
C 0.05 0.11 -0.26
C 1.25 -0.24 0.58
N 0.29 -0.71 1.65
C -0.68 -0.50 0.68
O -1.96 -0.93 0.67
H -1.27 1.22 -1.57
H 0.10 2.12 -0.93
H 0.34 0.95 -2.24
H -2.07 -0.98 -0.28
H 1.88 0.59 0.89
H 1.84 -1.08 0.20
H 0.40 -1.66 2.01
*
```

Record 9
A structure of composition C4H7NO. Source: OMol25; level of theory: ωB97M-V/def2-TZVPD.

Computed properties:
- ΔE to the lowest compared entry with this formula, charge and spin (kcal per mole) = 97.9
- frontier orbital gap (alpha / beta) (eV) = 7.91 / 8.16
- E_tot (hartree) = -286.47565

The geometry in ORCA input format:
```
! wB97M-V def2-TZVPD RIJCOSX def2/J DEFGRID3
* xyz 0 1
C 0.46 0.06 -1.96
C 0.28 0.28 -0.50
N -1.20 0.62 1.34
C -0.23 -0.21 1.86
C -0.23 -0.74 0.33
O -0.72 -1.82 0.02
H 0.38 1.00 -2.52
H -0.27 -0.66 -2.31
H 1.46 -0.35 -2.16
H 0.79 1.12 -0.03
H -0.83 1.57 1.22
H -0.61 -1.06 2.44
H 0.71 0.19 2.26
*
```

Record 10
A cluster of 2 separate species, C4H7NO in total. Source: OMol25; level of theory: ωB97M-V/def2-TZVPD.

Computed properties:
- ΔE to the lowest compared entry with this formula, charge and spin (kcal per mole) = 149.1
- frontier orbital gap (alpha / beta) (eV) = 8.45 / 8.45
- E_tot (hartree) = -286.39397

The geometry in ORCA input format:
```
! wB97M-V def2-TZVPD RIJCOSX def2/J DEFGRID3
* xyz 0 1
C 1.98 0.23 -0.52
N 0.64 -0.15 -0.91
C -1.71 1.29 0.86
C -0.12 -0.67 -0.05
C -1.46 -1.20 -0.48
O -2.07 -2.00 0.18
H 2.25 1.17 -1.00
H 2.67 -0.54 -0.88
H 2.11 0.32 0.57
H -1.54 1.02 1.93
H -1.12 2.23 0.76
H 0.16 -0.85 1.00
H -1.79 -0.84 -1.47
*
```

Record 11
The molecule C4H7NO at a distorted geometry. Source: OMol25; level of theory: ωB97M-V/def2-TZVPD.

Computed properties:
- ΔE to the lowest compared entry with this formula, charge and spin (kcal per mole) = 97.7
- SMILES = O[C@H]1CN2C[C@@H]12
- frontier orbital gap (eV) = 9.95
- E_tot (hartree) = -286.47602

The geometry in ORCA input format:
```
! wB97M-V def2-TZVPD RIJCOSX def2/J DEFGRID3
* xyz 0 1
O -0.80 -1.12 1.77
C 0.18 -0.45 1.03
C 0.55 -0.93 -0.36
N 0.80 0.47 -0.79
C -0.38 0.98 -1.30
C -0.06 0.94 0.40
H -1.62 -0.64 1.61
H 1.09 -0.45 1.66
H -0.31 -1.43 -0.83
H 1.46 -1.51 -0.48
H -0.96 0.34 -2.02
H -0.36 2.02 -1.66
H 0.41 1.77 0.96
*
```

Record 12
A cluster of 2 separate species, C4H7NO in total at a distorted geometry. Source: OMol25; level of theory: ωB97M-V/def2-TZVPD.

Computed properties:
- ΔE to the lowest compared entry with this formula, charge and spin (kcal per mole) = 130.4
- frontier orbital gap (eV) = 9.23
- E_tot (hartree) = -286.42377

The geometry in ORCA input format:
```
! wB97M-V def2-TZVPD RIJCOSX def2/J DEFGRID3
* xyz 0 1
C -3.05 -2.06 -1.19
C -3.23 -1.98 -0.01
C -0.51 1.13 0.02
C 1.72 1.62 1.15
N 0.10 0.04 -0.55
O 0.33 1.83 0.68
H -3.29 -2.30 -2.22
H -0.56 -0.32 -1.18
H -3.33 -1.74 1.01
H 2.10 0.64 0.96
H 1.81 1.96 2.20
H 2.29 2.20 0.52
H 1.00 -0.26 -0.59
*
```

ΔE to the lowest compared entry with this formula, charge and spin of number 3 (C4H7NO)? 68.3 kcal per mole